[1]
Entry from the Open Molecules 2025 dataset: a 2-piece molecular cluster, C4H13N2O2 overall (the ωB97M-V functional and the def2-TZVPD basis).

Summary:
Orbital gap = 0.305 Eh
LUMO level = -3.28 eV
Net charge = +1
HOMO level = -11.573 eV

```
21
Properties=species:S:1:pos:R:3:lowdin_charge:R:1
C 1.14 -0.25 1.58 -0.037
C 1.12 -1.22 -0.92 -0.099
C 0.78 -0.16 0.05 -0.356
C -1.53 -0.05 0.02 -0.560
N 1.10 1.16 -0.59 0.155
N -1.59 1.20 -0.66 0.107
O -1.89 -0.18 1.30 0.113
O -1.75 -1.15 -0.69 0.081
H 0.64 -1.06 2.17 0.104
H 0.74 0.65 1.98 0.058
H 2.15 -0.48 1.78 0.058
H 0.72 -1.19 -1.90 0.072
H 2.22 -1.31 -1.22 0.116
H 1.00 -2.24 -0.57 0.088
H 0.19 1.66 -0.98 0.163
H 1.71 0.92 -1.34 0.124
H -2.20 1.02 -1.52 0.169
H -1.92 1.92 -0.02 0.117
H 1.65 1.81 0.00 0.169
H -2.12 0.75 1.55 0.149
H -2.16 -1.81 0.00 0.210
```

---

[2]
Entry from the Open Molecules 2025 dataset: a single C6H12O molecule (the ωB97M-V functional and the def2-TZVPD basis).

Summary:
Orbital gap (spin up / spin down) = 0.307 / 0.221 Eh
LUMO level (spin up / spin down) = 0.69 / 0.17 eV
HOMO level (spin up / spin down) = -7.662 / -5.850 eV

```
19
Properties=species:S:1:pos:R:3:lowdin_charge:R:1
C -0.34 1.53 0.98 -0.041
C 0.35 0.26 1.33 -0.416
O 1.44 0.28 2.10 0.065
C -0.23 -1.01 0.98 -0.154
C 0.54 -1.15 -0.36 -0.194
C 0.39 -0.12 -1.48 -0.334
C -1.01 -0.47 -1.93 -0.063
H -1.09 1.75 1.76 0.093
H -0.88 1.44 0.03 0.069
H 0.35 2.39 0.93 0.089
H 1.83 1.16 2.10 0.116
H 0.06 -1.82 1.65 0.125
H -1.31 -0.99 0.82 0.116
H 1.54 -1.56 -0.20 0.116
H -0.32 -1.76 -1.08 0.141
H 1.10 -0.43 -2.25 0.105
H 0.66 0.92 -1.22 0.089
H -1.30 -0.21 -2.95 0.041
H -1.80 -0.20 -1.21 0.036
```

---

[3]
Entry from the Open Molecules 2025 dataset: C3H7N as an isolated structure (the ωB97M-V functional and the def2-TZVPD basis).

Summary:
Orbital gap = 0.303 Eh
LUMO level = 0.53 eV
HOMO level = -7.721 eV

```
11
Properties=species:S:1:pos:R:3:lowdin_charge:R:1
C -0.26 0.20 1.39 -0.034
C -0.01 -0.37 -0.06 -0.450
C -0.20 0.23 -1.42 -0.077
N 0.70 -1.52 -0.12 0.005
H -0.30 -0.70 2.00 0.072
H 0.69 0.48 1.77 0.058
H -1.09 0.87 1.58 0.068
H 0.79 0.49 -1.84 0.091
H 1.32 -0.60 0.02 0.089
H -0.77 1.26 -1.27 0.104
H -0.86 -0.36 -2.05 0.076
```

---

[4]
Entry from the Open Molecules 2025 dataset: a 14-piece molecular cluster, C28H84O25 overall (the ωB97M-V functional and the def2-TZVPD basis).

Summary:
Orbital gap = 0.329 Eh
LUMO level = 0.12 eV
HOMO level = -8.839 eV

```
137
Properties=species:S:1:pos:R:3:lowdin_charge:R:1
C -5.30 0.94 0.91 -0.063
C -3.87 0.62 1.30 -0.316
O -3.22 0.22 0.13 -0.089
H -5.21 1.83 0.29 0.076
H -5.89 1.25 1.78 0.079
H -5.77 0.15 0.33 0.062
H -3.93 -0.20 2.02 0.108
H -3.36 1.47 1.75 0.116
H -2.37 -0.14 0.43 0.026
C 3.34 -3.75 1.42 -0.055
C 3.11 -2.58 0.46 -0.298
O 4.32 -1.91 0.31 -0.081
H 4.19 -4.42 1.25 0.078
H 2.49 -4.43 1.43 0.070
H 3.47 -3.40 2.44 0.069
H 2.34 -1.94 0.89 0.094
H 2.66 -2.92 -0.47 0.108
H 4.90 -2.57 -0.08 0.118
C 1.49 -1.50 4.38 -0.074
C 1.08 -2.78 5.12 -0.319
O 1.30 -2.61 6.51 -0.075
H 1.25 -1.73 3.34 0.066
H 2.55 -1.26 4.49 0.072
H 0.94 -0.64 4.77 0.057
H 1.85 -3.49 4.79 0.100
H 0.12 -3.21 4.85 0.106
H 1.28 -3.51 6.85 0.079
C 0.80 3.71 4.28 -0.166
C 1.73 2.53 4.12 -0.224
O 1.93 2.18 2.79 -0.070
O -0.63 3.35 4.17 -0.062
H 1.12 4.44 3.53 0.104
H 1.09 4.20 5.21 0.123
H 1.19 1.72 4.62 0.113
H 2.68 2.68 4.65 0.128
H 2.43 1.36 2.76 0.038
H -1.11 4.17 4.35 0.100
C -1.08 -3.98 1.28 -0.230
C -2.12 -4.00 0.16 -0.192
O -2.09 -2.76 -0.51 -0.082
O -1.41 -3.00 2.21 -0.057
H -0.07 -3.99 0.88 0.114
H -1.14 -4.95 1.76 0.125
H -3.14 -4.25 0.45 0.132
H -1.91 -4.75 -0.61 0.118
H -2.86 -2.73 -1.09 0.072
H -1.42 -2.19 1.69 0.049
C 1.08 4.55 0.43 -0.203
C 2.28 5.37 0.87 -0.236
O 1.96 6.78 0.83 -0.059
O 1.42 3.17 0.30 -0.097
H 0.65 5.02 -0.45 0.133
H 0.33 4.55 1.23 0.116
H 3.10 5.24 0.17 0.109
H 2.64 4.97 1.82 0.104
H 2.80 7.24 0.88 0.080
H 1.44 2.72 1.14 0.033
C 5.08 1.55 1.37 -0.182
C 4.58 0.65 2.59 -0.174
O 3.42 -0.12 2.30 -0.117
O 5.62 0.68 0.37 -0.072
H 5.88 2.24 1.68 0.116
H 4.29 2.16 0.92 0.101
H 4.35 1.24 3.48 0.108
H 5.33 -0.12 2.74 0.127
H 3.65 -0.80 1.66 0.032
H 5.08 -0.10 0.31 0.030
C -1.09 1.85 -4.26 -0.212
C -0.21 1.46 -5.43 -0.211
O 1.18 1.26 -5.11 -0.068
O -0.55 3.09 -3.75 -0.088
H -0.98 1.06 -3.52 0.093
H -2.15 2.07 -4.41 0.120
H -0.36 2.22 -6.20 0.117
H -0.58 0.54 -5.89 0.110
H 1.24 0.44 -4.61 0.037
H 0.29 2.95 -3.31 0.024
C 3.39 3.83 -4.00 -0.256
C 3.00 3.71 -2.53 -0.250
O 1.94 2.84 -2.40 -0.086
O 3.80 2.59 -4.44 -0.041
H 4.16 4.58 -4.17 0.122
H 2.49 4.13 -4.53 0.122
H 2.67 4.63 -2.04 0.107
H 3.84 3.36 -1.92 0.124
H 1.81 2.71 -1.45 0.046
H 3.00 2.10 -4.25 0.046
C 1.90 -3.27 -4.08 -0.189
C 2.63 -1.98 -3.77 -0.254
O 1.74 -0.98 -3.47 -0.059
O 1.29 -3.75 -2.84 -0.084
H 2.53 -4.03 -4.55 0.116
H 1.10 -3.19 -4.81 0.106
H 3.20 -1.66 -4.64 0.130
H 3.36 -2.11 -2.97 0.119
H 1.25 -1.18 -2.67 0.039
H 0.57 -3.16 -2.61 0.038
C -2.38 0.64 4.76 -0.205
C -2.59 -0.84 5.14 -0.197
O -3.16 -1.67 4.09 -0.057
O -1.39 0.73 3.74 -0.103
H -2.09 1.27 5.60 0.125
H -3.31 0.92 4.28 0.110
H -3.25 -0.80 6.00 0.117
H -1.61 -1.22 5.43 0.108
H -2.48 -2.04 3.53 0.033
H -1.09 1.64 3.82 0.031
C 0.09 0.03 -0.90 -0.138
C 0.16 0.22 0.64 -0.192
O -0.91 -0.39 1.23 -0.091
O 0.11 -1.37 -1.27 -0.095
H 0.81 0.66 -1.43 0.115
H -0.88 0.35 -1.30 0.115
H -0.08 1.26 0.87 0.125
H 1.13 -0.09 1.04 0.107
H -1.12 0.08 2.04 0.062
H -0.71 -1.74 -0.92 0.035
C -2.98 -3.64 -3.72 -0.204
C -2.15 -2.38 -4.12 -0.227
O -2.96 -1.49 -4.87 -0.061
O -4.05 -3.35 -2.82 -0.077
H -2.34 -4.33 -3.16 0.105
H -3.22 -4.12 -4.67 0.119
H -1.27 -2.76 -4.65 0.107
H -1.78 -1.82 -3.26 0.097
H -3.52 -1.14 -4.17 0.025
H -4.71 -2.84 -3.30 0.032
C -6.13 -0.74 -2.50 -0.270
C -5.14 0.36 -2.87 -0.167
O -3.77 -0.02 -2.61 -0.094
O -6.18 -1.85 -3.28 -0.040
H -7.13 -0.33 -2.41 0.124
H -6.00 -1.02 -1.45 0.108
H -5.35 1.26 -2.30 0.118
H -5.10 0.56 -3.94 0.129
H -3.68 -0.02 -1.65 0.037
H -7.00 -2.32 -3.08 0.119
```

---

[5]
Entry from the Open Molecules 2025 dataset: a single C2H4N2OS molecule (the ωB97M-V functional and the def2-TZVPD basis).

Summary:
Orbital gap = 0.330 Eh
LUMO level = 0.25 eV
Structure (SMILES) = NC(=S)NC=O
HOMO level = -8.737 eV

```
10
Properties=species:S:1:pos:R:3:lowdin_charge:R:1
C 1.35 0.78 0.02 -0.270
C -0.96 -0.11 -0.08 -0.958
N -0.48 -1.36 0.05 0.062
N -0.03 0.92 -0.09 0.038
O 2.00 -0.26 -0.11 0.021
S -2.60 0.18 -0.08 0.574
H 1.76 1.73 0.12 0.110
H 0.57 -1.60 -0.06 0.133
H -1.22 -2.14 0.04 0.135
H -0.40 1.86 0.20 0.155
```

---

[6]
Entry from the Open Molecules 2025 dataset: C7H10O2 as an isolated structure (the ωB97M-V functional and the def2-TZVPD basis).

Summary:
Orbital gap = 0.367 Eh
LUMO level = 0.79 eV
HOMO level = -9.193 eV

```
19
Properties=species:S:1:pos:R:3:lowdin_charge:R:1
C -2.13 -0.42 -0.69 -0.024
C -1.18 -0.13 0.57 -0.209
C 0.17 -0.85 0.67 -0.355
C 1.14 -0.87 -0.52 -0.180
C 2.10 0.40 -0.22 0.028
C 0.68 1.15 -0.40 -0.272
C -0.13 1.21 0.78 -0.268
H -3.23 -0.03 -0.37 0.107
H -1.96 -0.08 -1.70 0.043
H -1.80 -1.70 -0.30 0.194
H -1.70 -0.24 1.49 0.101
H 0.53 -0.46 1.67 0.149
H 0.65 -1.06 -1.34 0.079
H 2.84 0.48 0.66 0.152
H 2.60 0.58 -1.08 0.044
H 0.39 0.49 -1.28 0.143
H 0.36 1.27 1.84 0.179
O 0.76 -2.02 0.27 0.018
O -0.09 2.29 -0.05 0.069
```

---

These records have ΔE to the lowest compared entry with this formula, charge and spin values of 4.312, 5.760, 3.872, 1.438, 0.599, 10.393 eV, in the order they appear.